No. 1
A molecular structure, C15H21AuF5N4O5S2. Source: OMol25; level of theory: ωB97M-V/def2-TZVPD.

Structure (ORCA input):
```
! wB97M-V def2-TZVPD RIJCOSX def2/J DEFGRID3
* xyz 1 1
Au -0.36387 -1.20144 0.33991
F 0.79093 -2.24408 -2.12569
C -0.39534 -2.05941 -1.52521
F -1.16315 -1.35282 -2.38023
C -1.01688 -3.47084 -1.36860
F -1.17958 -4.05281 -2.54543
F -2.21084 -3.38836 -0.76036
F -0.21977 -4.22641 -0.61024
N 1.35026 -3.11543 2.49535
C 2.20888 -2.68316 1.60714
N 3.43854 -3.18279 1.54602
S 1.86867 -1.44623 0.41837
H 1.65607 -3.75426 3.21479
H 0.56475 -2.50309 2.73423
H 3.78071 -3.81948 2.24781
H 4.08148 -2.88163 0.83305
C 3.60702 0.63000 -3.11041
C 2.46319 1.28668 -2.39021
C 1.16174 1.19424 -2.87147
C 0.10670 1.79448 -2.19542
C 0.34705 2.50780 -1.03142
C 1.64404 2.62036 -0.54468
C 2.68755 2.01466 -1.22048
S -1.07072 3.26298 -0.22254
O -3.88841 1.10232 1.78427
O -1.13782 4.65850 -0.68071
N -0.49817 3.31734 1.34249
C -0.75222 2.19295 2.22424
C 0.52985 1.51840 2.70684
C 0.37725 0.06920 3.09288
O 0.97562 -0.42031 4.02350
O -0.44012 -0.68339 2.33594
H 3.26178 0.07181 -3.97898
H 4.14024 -0.06078 -2.45454
H 4.32884 1.37314 -3.45221
H 0.97247 0.65084 -3.78868
H -0.90329 1.71976 -2.58530
H 1.82910 3.19646 0.35276
H 3.69890 2.11324 -0.84216
H -0.33782 4.25032 1.69131
H -1.34090 1.46522 1.66120
H -1.36584 2.49781 3.07551
H 0.98046 2.04554 3.54608
H 1.26139 1.53503 1.89190
C -4.05292 -1.08647 -1.15005
C -3.44093 -0.29669 -0.03868
N -4.28491 0.48802 0.62265
O -2.22893 -0.25071 0.26570
H -4.93571 -0.58037 -1.53745
H -4.34924 -2.06866 -0.78302
H -3.33264 -1.21208 -1.94804
H -5.28328 0.41147 0.48821
H -3.92020 2.05315 1.60006
*
```

Summary:
Kohn-Sham gap	0.2297	Ha
electronic energy	-71036.4131	eV



No. 2
C14H13NO4 in the gas phase in a non-equilibrium geometry. Source: OMol25; level of theory: ωB97M-V/def2-TZVPD.

Structure (ORCA input):
```
! wB97M-V def2-TZVPD RIJCOSX def2/J DEFGRID3
* xyz 0 1
C 4.38702 -0.99977 -0.40626
C 3.72368 0.15387 0.60690
O 3.86765 -0.09991 1.92182
N 2.99123 1.33358 0.00664
C 3.03387 2.56486 0.88439
C 1.58272 0.85742 -0.27398
C 1.32195 0.20854 -1.79202
C -0.11278 -0.38960 -2.31361
O -0.18300 -0.95779 -3.68769
C -1.37129 -0.35523 -1.24852
C -1.15758 0.26604 0.28103
C 0.31914 0.87860 0.77064
C -2.40668 0.26673 1.39073
O -2.33199 0.95649 2.53321
C -3.70201 -0.69613 0.96807
C -4.76784 -1.08987 2.14974
C -3.89993 -1.23517 -0.40689
C -2.86179 -0.92516 -1.65940
O -3.26524 -1.13281 -2.93781
H 3.70669 -1.17778 -1.36528
H 4.32347 -2.01258 0.20815
H 5.47460 -0.73277 -0.74922
H 4.03610 3.18164 0.69219
H 2.12499 3.29748 0.65372
H 2.99687 2.35805 2.03564
H 2.23003 0.14822 -2.56072
H -0.72937 -0.37549 -4.29424
H 0.44480 1.32174 1.84702
H -5.89300 -1.01801 1.83082
H -4.51213 -0.45857 3.12811
H -4.53387 -2.22077 2.45155
H -4.83633 -1.91583 -0.66473
*
```

Summary:
Kohn-Sham gap	0.2595	Ha
electronic energy	-24394.1451	eV



No. 3
A molecular structure, C26H22BBr2ClCoN11O3. Source: OMol25; level of theory: ωB97M-V/def2-TZVPD.

Structure (ORCA input):
```
! wB97M-V def2-TZVPD RIJCOSX def2/J DEFGRID3
* xyz 0 1
Co 0.20956 -0.14750 0.22061
C 4.30352 0.22551 0.41565
C 3.03246 0.79015 0.30827
N 2.11997 -0.17121 0.38465
N 2.75454 -1.34216 0.55409
C 4.07901 -1.12795 0.57414
B 1.89495 -2.61960 0.75492
N 1.07113 -2.81069 -0.53125
C 0.81964 -3.82923 -1.36924
C -0.13124 -3.41893 -2.28233
C -0.43572 -2.11084 -1.92176
N 0.29651 -1.75187 -0.87003
N 0.86336 -2.28128 1.87582
C 0.47848 -2.96820 2.96251
C -0.58101 -2.30630 3.55061
C -0.81091 -1.19277 2.74417
N 0.06861 -1.20165 1.74805
N 2.75971 -3.77424 1.17339
C 3.55030 -3.81447 2.27938
C 4.09067 -5.07025 2.36198
C 3.56584 -5.74433 1.24141
N 2.76955 -4.96702 0.53464
H 5.25107 0.73201 0.38603
H 2.72318 1.81629 0.19464
H 4.76573 -1.94778 0.69720
H 1.34271 -4.76026 -1.24447
H -0.56284 -3.99125 -3.08313
H -1.14634 -1.42520 -2.35442
H 0.98468 -3.87823 3.23699
H -1.11726 -2.58660 4.43875
H -1.52581 -0.38974 2.81656
H 3.66166 -2.95319 2.91862
H 4.76493 -5.44634 3.11076
H 3.73818 -6.76020 0.92471
Br -2.25090 1.07050 -3.23609
C -0.40838 1.30068 -3.67416
Br 0.80269 1.32888 -2.15427
H -0.28638 2.26296 -4.15576
H -0.09286 0.48244 -4.30846
N -1.63404 -0.05608 -0.08242
C -2.71183 -0.48580 -0.14448
C -3.94571 -1.05099 -0.32239
C -4.08156 -1.92453 -1.43203
N -4.13888 -2.64981 -2.32673
C -5.01426 -0.76498 0.56279
N -5.87417 -0.53240 1.29309
C -3.11692 3.98103 0.43932
C -2.15728 4.28651 -0.68715
C -2.73986 4.55664 -1.92947
C -1.99696 4.86676 -3.04665
Cl -2.79414 5.15077 -4.56620
C -0.61671 4.94088 -2.96836
C -0.01663 4.68720 -1.75316
C -0.75687 4.35650 -0.61510
O 0.06339 4.18747 0.47242
C -0.35695 3.67092 1.71814
C -0.59086 2.15730 1.69896
O -1.52203 1.66135 2.30040
O 0.30513 1.52939 0.99853
H -4.11269 3.83624 0.02316
H -3.18213 4.81164 1.14534
H -2.87255 3.08123 0.99620
H -3.81706 4.50008 -2.01696
H -0.02865 5.20616 -3.83660
H 1.05796 4.74526 -1.64695
H -1.23845 4.16600 2.11053
H 0.47775 3.86511 2.39257
*
```

Summary:
Kohn-Sham gap (spin up / spin down)	0.2463 / 0.2464	Ha
electronic energy	-240765.2732	eV



No. 4
A molecular structure, C22H37N2SSbSi2Zn in a non-equilibrium geometry. Source: OMol25; level of theory: ωB97M-V/def2-TZVPD.

Structure (ORCA input):
```
! wB97M-V def2-TZVPD RIJCOSX def2/J DEFGRID3
* xyz 0 1
Zn -0.14477 0.41183 0.03611
C 2.33823 3.15036 -0.42642
Si 1.74072 1.43043 -1.02426
C 3.39131 0.57448 -1.47640
C 0.85133 1.71740 -2.70808
C 1.62182 2.30157 -3.72084
C 1.12225 2.52602 -4.99342
C -0.18655 2.16650 -5.28304
C -0.96885 1.59638 -4.29219
C -0.48134 1.35953 -3.00079
Si -1.70268 0.54072 -1.76051
C -3.18747 1.71852 -1.53061
C -2.50267 -0.92943 -2.69435
H 3.14072 3.51902 -1.07014
H 2.74232 3.08010 0.58827
H 1.54310 3.90017 -0.42430
H 4.04320 1.28679 -1.98824
H 3.25607 -0.28787 -2.13238
H 3.91728 0.23494 -0.58007
H 2.64734 2.58924 -3.50690
H 1.74973 2.97420 -5.75458
H -0.59341 2.32839 -6.27426
H -1.99374 1.32339 -4.52816
H -3.69777 1.88608 -2.48299
H -2.90320 2.69142 -1.12329
H -3.90720 1.26572 -0.84276
H -3.28550 -0.55739 -3.36063
H -2.97617 -1.62158 -1.99307
H -1.78582 -1.49606 -3.29162
C 0.25528 -5.36528 2.15801
C 0.10216 -3.91744 2.60720
Sb 0.23267 -2.34996 1.09400
C 2.37551 -2.29365 0.72418
C 3.17799 -3.55753 1.02223
C -0.36501 -3.39015 -0.72072
C 0.59561 -4.42429 -1.29882
H 0.14056 -6.02782 3.01920
H 1.23534 -5.55340 1.72097
H -0.50775 -5.63608 1.42735
H 0.85413 -3.65533 3.35418
H -0.87533 -3.76826 3.06874
H 2.75192 -1.45847 1.31680
H 2.47194 -2.00546 -0.32498
H 3.10961 -3.82820 2.07754
H 4.23363 -3.39473 0.79179
H 2.83172 -4.40135 0.42693
H -0.52089 -2.58368 -1.43984
H -1.34230 -3.83374 -0.51878
H 1.55596 -3.97110 -1.54575
H 0.17912 -4.83853 -2.22011
H 0.76514 -5.25284 -0.61125
N -2.01213 4.85902 5.34751
C -2.61846 3.70577 5.02035
S -3.95811 3.21922 5.86445
C -2.04237 2.92928 3.90547
C -0.94195 3.36505 3.16267
C -0.43576 2.57453 2.15264
N -0.94797 1.38760 1.82317
C -2.01374 0.97091 2.51391
C -2.57918 1.69109 3.54069
H -2.39892 5.38805 6.10913
H -1.20079 5.20600 4.86778
H -0.46073 4.31572 3.34776
H 0.42375 2.88882 1.57140
H -2.41868 0.01229 2.21351
H -3.44031 1.31305 4.07062
*
```

Summary:
Kohn-Sham gap	0.2010	Ha
electronic energy	-107940.5784	eV



No. 5
A molecular structure, C16H48O8PtS8 in a non-equilibrium geometry. Source: OMol25; level of theory: ωB97M-V/def2-TZVPD.

Structure (ORCA input):
```
! wB97M-V def2-TZVPD RIJCOSX def2/J DEFGRID3
* xyz 3 4
Pt -0.20567 -0.01063 0.03020
C -3.20654 3.50086 -0.38156
S -1.63391 3.12456 -1.27598
O -1.01826 1.84532 -0.76603
C -2.60622 2.66489 -2.85840
H -3.61599 4.30620 -0.99140
H -3.06075 3.66031 0.68681
H -3.88983 2.67862 -0.59404
H -2.93559 1.63819 -2.69875
H -1.96896 2.57314 -3.73794
H -3.40828 3.35875 -3.11009
C 0.88091 -1.72243 4.31660
S -0.39496 -2.23629 3.02282
O -0.10130 -1.51067 1.72367
C 0.15638 -3.94280 2.71659
H 1.34111 -0.84779 3.85691
H 1.69386 -2.40727 4.55788
H 0.40647 -1.51863 5.27653
H -0.41147 -4.40818 1.91094
H 0.39837 -4.54482 3.59245
H 1.15926 -3.87754 2.29461
C -4.20919 -2.02023 0.36442
S -3.41773 -0.84406 1.45370
O -2.25788 -0.40263 0.57104
C -4.76466 0.44733 1.49130
H -3.59161 -2.91386 0.27435
H -4.53359 -1.50361 -0.53890
H -5.04852 -2.38905 0.95398
H -4.76098 0.67443 0.42523
H -4.56680 1.33505 2.09206
H -5.68810 -0.03770 1.80770
C -0.30059 3.44492 3.40654
S -1.42720 2.11034 2.73574
O -0.49789 1.16955 1.87750
C -1.68618 1.16750 4.29156
H -0.69520 4.07532 4.20340
H 0.21065 3.98716 2.61112
H 0.53399 2.91638 3.86721
H -2.45341 1.49744 4.99199
H -0.81166 1.08965 4.93751
H -1.86115 0.17753 3.87033
C 2.61850 3.44393 0.19413
S 2.55308 1.91643 1.25541
O 1.65871 0.85609 0.62665
C 4.32821 1.34039 1.29616
H 2.96947 4.22097 0.87320
H 1.62792 3.63141 -0.22023
H 3.27332 3.20489 -0.64382
H 4.87772 1.20278 0.36492
H 4.41941 0.38816 1.81868
H 4.91964 2.04002 1.88678
C -0.43653 -3.57732 -1.51742
S -1.70091 -2.26890 -1.98352
O -1.11629 -0.87839 -1.67717
C -1.75459 -2.26734 -3.82976
H 0.49993 -3.30846 -2.00615
H -0.69120 -4.58037 -1.85966
H -0.42314 -3.61696 -0.42822
H -2.21099 -1.50660 -4.46307
H -2.19800 -3.24686 -4.00869
H -0.70369 -2.17197 -4.10295
C 3.59650 -2.42723 0.96515
S 2.48002 -2.48282 -0.45705
O 1.35403 -1.51238 -0.34379
C 3.70073 -1.80658 -1.65073
H 4.03662 -3.33253 1.38327
H 2.99148 -2.24340 1.85299
H 4.28400 -1.61296 0.73623
H 3.16344 -1.25604 -2.42295
H 4.29368 -2.64778 -2.00975
H 4.45081 -1.06399 -1.37864
C 0.58653 0.37609 -4.84586
S 1.14607 1.42456 -3.46602
O 1.13775 0.57723 -2.18976
C 2.96055 1.57677 -3.86370
H -0.49040 0.51042 -4.74456
H 1.03522 -0.61701 -4.82253
H 0.90747 0.92436 -5.73157
H 3.53311 2.46789 -3.60645
H 3.13120 1.27121 -4.89598
H 3.43934 0.74743 -3.34306
*
```

Summary:
Kohn-Sham gap (spin up / spin down)	0.3627 / 0.2364	Ha
<S²>	3.7552
electronic energy	-123642.4290	eV



No. 6
A molecular structure, C3H8F3NO4S3. Source: OMol25; level of theory: ωB97M-V/def2-TZVPD.

Structure (ORCA input):
```
! wB97M-V def2-TZVPD RIJCOSX def2/J DEFGRID3
* xyz 0 1
C 2.61559 -1.37040 0.27926
S 1.77182 -2.94878 0.16761
C 0.16284 -2.59228 -0.55271
C -0.82171 -1.86554 0.35756
F -1.74797 -1.30069 -0.45275
H 1.89873 -0.54605 0.36479
H 3.28049 -1.41414 1.14179
H 3.19207 -1.30651 -0.64480
H 1.39695 -3.11037 1.44607
H -0.21853 -3.54807 -0.91445
H 0.40571 -1.95722 -1.41363
H -0.33603 -1.07089 0.92532
H -1.33321 -2.55750 1.03063
N -1.06678 2.49954 -0.94176
S -1.93223 3.82386 -0.64990
O -1.13044 4.90943 -0.20016
O -3.18054 3.55293 -0.02585
F -2.26067 4.12002 -2.15832
S -0.42590 1.75938 0.25632
O 0.49200 0.76745 -0.25643
O -1.29509 1.33654 1.30528
F 0.53287 2.81927 0.93611
*
```

Summary:
Kohn-Sham gap	0.2887	Ha
electronic energy	-53576.3464	eV